C4H5NOS | wB97M-V/def2-TZVPD

XYZ file:
```
12
Properties=species:S:1:pos:R:3:forces:R:3
C -2.010 0.206 0.969 -2.938 2.871 -2.924
S -1.508 -0.833 -0.443 1.018 1.123 0.032
C 0.026 -0.003 -0.962 1.131 -0.786 0.367
C -0.085 1.189 -1.522 -0.423 -1.122 -0.015
O -0.285 2.190 -2.052 0.136 0.625 -0.045
H -2.241 1.364 0.692 0.490 -2.594 -0.140
H -1.280 0.366 1.668 1.630 -0.608 2.212
H -3.027 -0.132 1.244 0.890 -0.204 0.514
H 1.083 -0.435 -0.841 -2.022 0.756 -0.053
C 3.128 -1.317 0.444 -0.457 -1.306 0.028
N 3.363 -0.224 0.198 0.112 0.019 0.092
H 2.836 -2.370 0.606 0.433 1.225 -0.067
```
Positions in Å, forces in eV/Å.

Its net charge is 0. As for the gap between HOMO and LUMO: 9.22 eV. As for the electronic energy: -683.509539 a.u. The value obtained for the HOMO energy is -8.679 eV. The energy above the lowest of the compared OMol25 structures with the same formula, charge and spin is 61.7 kcal per mole. The calculation puts the LUMO energy at 0.54 eV. The multiplicity is 1. The structure (SMILES) is CSC=C=O.C#N.

Atomic partial charges in e from the Löwdin method, atoms 1 to 5:
1. C -0.431
2. S 0.784
3. C -0.448
4. C -0.298
5. O 0.190